Record 1
Entry from the OMol25 dataset: a molecular structure, C24H23CaCl3N10O2SSeSi in a non-equilibrium geometry (ωB97M-V/def2-TZVPD).

```
66
Properties=species:S:1:pos:R:3:nbo_charge:R:1
Se 2.5808 3.6242 2.5891 0.609
Ca -0.1671 0.8750 0.7163 1.769
Cl 3.1973 -5.0186 0.9789 -0.302
Cl -0.4242 -5.4874 1.7929 -0.316
Cl 0.4800 -4.1340 -0.9050 -0.385
S -0.7277 1.6388 -2.1172 -0.225
Si 1.2316 -4.4451 1.0669 1.672
O 0.7010 -0.7277 1.9111 -0.745
O 1.1144 -2.9926 1.6798 -0.893
N -1.5095 1.0190 2.8440 -0.871
N 2.8182 -2.9602 3.8377 -0.642
N -1.9811 -0.6973 0.6422 -0.617
N 2.0372 -1.6829 3.3927 -0.487
N 0.5160 -0.1295 -3.8858 -0.421
N 1.7588 5.1993 2.4551 -0.779
N 1.9511 -0.0795 -2.0070 -0.459
N -0.3874 1.6402 -4.8460 -0.382
N -0.8945 3.4762 0.6610 -0.694
N 1.2723 2.8200 1.5689 -0.984
C -1.3121 5.8744 0.5947 -0.285
C -3.3908 -3.0879 0.9338 -0.160
C -1.6565 -0.9932 4.2854 -0.299
C -2.8556 -2.4438 2.0615 -0.104
C -2.8149 -2.9089 3.4208 -0.238
C -0.8607 3.0353 -5.1190 -0.421
C -1.8542 -0.3081 3.0367 0.144
C 4.0949 -1.2361 -2.1395 -0.277
C 3.2293 -0.3170 -1.5568 0.039
C 0.2487 -0.4230 -5.2389 -0.078
C 3.6625 -1.9959 -3.2191 -0.166
C -0.3614 0.6269 -5.8354 -0.044
C -2.1143 -2.3041 4.4341 -0.200
C -0.0873 6.1794 1.1399 -0.339
C -2.5096 -1.3507 -0.4021 0.040
C 2.4229 -1.7158 -3.7180 -0.260
C -0.0522 1.1102 -3.5799 0.287
C -2.2638 -1.1345 1.8976 0.216
C 0.3546 3.7546 1.2639 0.294
C 0.7886 5.1233 1.5793 0.111
C -1.7296 4.5356 0.4891 -0.094
C -3.2334 -2.5330 -0.3497 -0.265
C 1.2664 -1.8030 2.2377 0.969
C 1.6549 -0.5816 -3.1924 0.407
H 2.7060 -2.8986 4.8785 0.366
H -1.9479 -2.9429 5.2776 0.220
H -0.7911 3.5734 -4.1542 0.260
H -1.9886 6.7041 0.3064 0.202
H -2.7703 4.2201 0.3242 0.169
H 0.5964 -1.3421 -5.6619 0.226
H -3.3296 -3.8405 3.6757 0.206
H -3.7121 -2.9490 -1.2220 0.229
H -0.2744 3.5317 -5.9124 0.216
H 3.8494 -2.8312 3.7221 0.369
H 5.1249 -1.2855 -1.7947 0.225
H -0.7121 0.7799 -6.8293 0.238
H 1.8210 -0.8912 3.9782 0.426
H -1.1501 1.4061 3.7269 0.414
H 0.2360 7.2052 1.2954 0.204
H 4.3045 -2.6848 -3.6799 0.223
H 3.6123 0.2556 -0.7221 0.214
H -2.2962 -0.8933 -1.3041 0.202
H -1.1567 -0.4747 5.0973 0.211
H 1.8588 -2.2519 -4.4408 0.210
H -2.2787 1.4948 2.3653 0.418
H -1.9385 3.0752 -5.4180 0.213
H -3.9569 -4.0013 1.0927 0.217
```

Output
**Gap between HOMO and LUMO (alpha / beta)**: 2.10 / 2.10 eV
**LUMO level (alpha / beta)**: -0.0280 / -0.0280 hartree
**Energy above the lowest of the compared OMol25 structures with the same formula, charge and spin**: 3.095 eV

Record 2
Entry from the OMol25 dataset: a single C4H6O2 molecule (ωB97M-V/def2-TZVPD).

```
12
Properties=species:S:1:pos:R:3:nbo_charge:R:1
O -0.2379 -1.0215 -1.1736 -0.485
O -2.0725 0.4277 -1.1429 -0.692
C 1.4258 0.0981 0.4748 -0.434
C -0.7051 0.3378 -1.1936 0.356
C 0.1973 -0.1902 1.3517 -0.430
C 0.1103 -0.1505 -0.1151 0.138
H -0.2829 1.0549 -1.8987 0.164
H 1.8432 1.0985 0.4205 0.218
H -0.2510 0.6523 1.8742 0.225
H 0.1737 -1.1327 1.8895 0.228
H 2.1435 -0.7135 0.3821 0.226
H -2.3446 -0.4610 -0.8690 0.485
```

Output
**Gap between HOMO and LUMO**: 10.88 eV
**LUMO level**: 0.0368 hartree
**Energy above the lowest of the compared OMol25 structures with the same formula, charge and spin**: 2.791 eV

Record 3
Entry from the OMol25 dataset: 2 unconnected molecules or ions with the total composition C5H10O (ωB97M-V/def2-TZVPD).

```
16
Properties=species:S:1:pos:R:3:nbo_charge:R:1
O 0.4874 1.4662 -0.8014 -0.548
C -0.3649 -0.6403 -0.0814 -0.497
C -0.6445 -0.6700 1.4246 -0.600
C 0.7379 0.3425 -0.4121 0.605
C -2.3861 1.1039 -1.1988 -0.239
C 2.1594 -0.1347 -0.2147 -0.722
H -1.5038 -1.3124 1.6346 0.225
H 2.3978 -0.8782 -0.9848 0.237
H 0.2121 -1.0563 1.9877 0.206
H -0.1015 -1.6434 -0.4381 0.219
H 2.8542 0.7028 -0.2960 0.238
H -0.8752 0.3341 1.7955 0.216
H 2.2775 -0.6290 0.7557 0.227
H -1.2915 -0.3365 -0.6106 0.236
H -1.8184 1.4452 -2.0906 0.100
H -2.1406 1.9061 -0.4698 0.097
```

Output
**Gap between HOMO and LUMO (alpha / beta)**: 8.58 / 8.56 eV
**LUMO level (alpha / beta)**: -0.0186 / -0.0181 hartree
**Energy above the lowest of the compared OMol25 structures with the same formula, charge and spin**: 4.790 eV

Record 4
Entry from the OMol25 dataset: 2 unconnected molecules or ions with the total composition C22H25F3N3 in a non-equilibrium geometry (ωB97M-V/def2-TZVPD).

```
53
Properties=species:S:1:pos:R:3:nbo_charge:R:1
F 5.4895 5.1003 0.5839 -0.309
F 5.0042 6.1490 -1.2918 -0.310
F 4.2420 6.9186 0.6333 -0.308
N 0.4887 -2.1493 0.8061 -0.644
N -1.6560 -2.8325 1.1565 -0.440
N -0.0032 -4.4791 1.0916 -0.447
C -1.2766 2.4406 -1.4776 -0.209
C -2.6692 -3.7934 1.4925 -0.198
C 0.9686 3.2397 -0.5729 -0.085
C 4.4934 5.7681 -0.0774 0.964
C 1.8348 3.1444 0.5587 -0.089
C -1.5042 3.3851 -2.5373 -0.030
C 2.9589 3.9397 0.7197 -0.202
C 1.3724 -4.9161 1.0269 -0.196
C -3.6798 2.4317 -3.0678 -0.062
C -0.9694 -5.5381 1.2642 -0.195
C -2.6513 3.3500 -3.3255 -0.243
C -3.5341 1.5809 -1.9624 -0.238
C -2.3385 -5.1135 0.8524 -0.417
C 3.2583 4.9326 -0.2156 -0.033
C 1.9145 -2.4768 0.8716 -0.221
C 2.3771 5.1532 -1.2752 -0.181
C -0.1152 2.3049 -0.6496 0.141
C -1.9911 -1.4342 1.2593 -0.417
C -2.3998 1.6129 -1.1779 -0.060
C 1.2629 4.3404 -1.4424 -0.127
C 2.2478 -3.7975 1.5250 -0.429
C -0.3360 -3.1478 0.9947 0.612
H -0.9654 -5.8635 2.3102 0.184
H -2.3937 -5.0409 -0.2376 0.211
H -2.8465 -1.2248 0.5983 0.174
H -2.2452 -1.1743 2.3028 0.189
H 2.6023 5.9441 -1.9786 0.254
H -0.7846 4.1507 -2.7982 0.200
H 3.2809 -4.0621 1.3109 0.219
H -4.3271 0.8625 -1.7376 0.245
H 1.6105 2.3798 1.3043 0.234
H 0.6612 4.5792 -2.3206 0.215
H -2.7602 -3.9142 2.5863 0.181
H -3.0639 -5.8658 1.1613 0.227
H -0.1700 1.5556 0.1584 0.248
H 2.1511 -3.7318 2.6111 0.204
H 2.4323 -1.6679 1.4021 0.188
H -0.6451 -6.3918 0.6744 0.205
H 3.6249 3.7767 1.5513 0.259
H -1.1026 -0.8686 0.9407 0.248
H -3.6216 -3.4103 1.1122 0.202
H 1.4856 -5.8169 1.6341 0.206
H 2.2696 -2.5029 -0.1729 0.175
H -4.5497 2.3841 -3.7000 0.242
H 1.6408 -5.2066 -0.0023 0.185
H -2.7558 4.0274 -4.1751 0.243
H -2.3163 0.9687 -0.2983 0.235
```

Output
**Total charge**: +1
**Gap between HOMO and LUMO**: 3.51 eV
**LUMO level**: -0.2308 hartree

Record 5
Entry from the OMol25 dataset: 12 unconnected molecules or ions with the total composition H24O12 in a non-equilibrium geometry (ωB97M-V/def2-TZVPD).

```
36
Properties=species:S:1:pos:R:3:nbo_charge:R:1
O 2.6186 -0.8119 1.9691 -0.932
O 0.2084 -4.1708 -2.1055 -0.937
O -0.3090 3.4964 0.9085 -0.947
O -2.0783 1.1959 0.6795 -0.977
O -1.0038 -1.5744 -2.5587 -0.968
O -1.4992 -0.0138 3.6895 -0.937
O 0.0574 -0.3247 -0.2830 -1.011
O 0.1477 -2.6380 1.2752 -0.967
O -1.0506 2.2988 -1.6204 -0.972
O 0.7140 1.4473 2.5098 -0.983
O 1.6489 -1.2484 -3.1220 -0.945
O 1.9334 1.4180 -1.3145 -0.960
H -1.9247 1.6543 -0.1410 0.506
H 1.0623 1.0712 -1.1348 0.484
H 1.9730 -1.3613 -2.2354 0.470
H -1.1596 1.7376 -2.3580 0.475
H -0.3832 2.9732 -1.7492 0.516
H -0.4991 2.7952 1.4660 0.480
H -1.6137 -1.3360 -3.2996 0.502
H -0.7149 -4.2464 -1.9030 0.459
H -0.6780 4.2086 1.4397 0.464
H -0.6516 0.2145 0.1701 0.513
H 2.3610 1.4258 -0.4330 0.461
H -1.6615 -1.7816 -1.8738 0.495
H 0.8373 -3.2280 0.9824 0.471
H 1.4288 1.9729 2.1076 0.497
H -0.0710 -1.9815 0.6295 0.480
H 2.4122 -1.3372 1.2331 0.462
H 0.6808 -1.2060 -3.0658 0.468
H 0.3997 -3.2276 -2.1803 0.475
H -0.3569 -0.6513 -1.1105 0.477
H 1.9408 -0.2018 1.9200 0.465
H 0.9083 1.4397 3.4811 0.496
H -0.9975 0.4204 3.0293 0.478
H -3.0022 0.9179 0.6494 0.484
H -1.6778 0.6529 4.3487 0.457
```

Output
**Gap between HOMO and LUMO**: 9.98 eV
**LUMO level**: -0.0246 hartree
**Energy above the lowest of the compared OMol25 structures with the same formula, charge and spin**: 2.341 eV

Record 6
Entry from the OMol25 dataset: a single C5H7NO molecule (ωB97M-V/def2-TZVPD).

```
14
Properties=species:S:1:pos:R:3:nbo_charge:R:1
O 2.2915 -1.7357 0.9385 -0.563
N 1.7825 0.4268 0.2707 -0.649
C 0.1026 -1.1459 -0.0405 -0.544
C 0.5711 1.1032 0.0036 -0.038
C -0.4579 0.2570 -0.0886 -0.035
C -1.9100 0.5851 -0.1856 -0.629
C 1.5152 -0.9312 0.4814 0.695
H 0.5518 2.1885 0.0207 0.211
H 0.2655 -1.4970 -1.0735 0.246
H -2.3507 0.1821 -1.1052 0.217
H 2.6488 0.6641 -0.1877 0.409
H -2.4683 0.1480 0.6524 0.217
H -2.0703 1.6686 -0.1675 0.220
H -0.4718 -1.9137 0.4812 0.242
```

Output
**Gap between HOMO and LUMO**: 9.29 eV
**LUMO level**: 0.0296 hartree
**Energy above the lowest of the compared OMol25 structures with the same formula, charge and spin**: 0.336 eV

no.,calculated total energy (eV)
1,-184324.610
2,-8337.670
3,-7389.975
4,-35834.923
5,-24959.353
6,-8835.867